Formula: C10H16
Source: the Open Molecules 2025 dataset
Level of theory: ωB97M-V with the def2-TZVPD basis set

Last column: Löwdin charge in e.
Positions of all 26 atoms, in Å:
C (-1.996, -0.719, 1.694)  -0.061
C (1.778, -2.468, 0.446)  -0.085
C (1.017, -3.055, 1.477)  -0.087
C (1.192, -1.358, -0.158)  -0.107
C (-0.045, -2.324, 1.963)  -0.077
C (0.034, -0.699, 0.258)  -0.054
C (-0.626, -1.193, 1.390)  -0.291
H (2.723, -2.875, 0.121)  0.096
H (1.510, -3.793, 2.096)  0.099
H (1.525, -1.056, -1.183)  0.109
H (-0.394, -2.567, 2.985)  0.116
H (-0.130, 0.351, 0.010)  0.095
H (-2.652, -0.819, 0.824)  0.087
H (-2.088, 0.381, 1.722)  0.082
H (-2.353, -1.177, 2.618)  0.079
C (-0.639, 3.093, -1.604)  -0.314
C (-0.349, 2.122, -2.806)  -0.101
C (0.230, 4.294, -1.524)  -0.139
H (-1.736, 3.243, -1.640)  0.099
H (-0.656, 2.456, -0.696)  0.079
H (0.269, 1.284, -2.430)  0.054
H (-0.408, 5.177, -1.332)  0.073
H (0.954, 4.334, -0.702)  0.071
H (0.299, 2.623, -3.516)  0.057
H (-1.253, 1.736, -3.246)  0.058
H (0.797, 4.695, -2.355)  0.064

Output
Lowest unoccupied orbital energy   0.950 eV
Frontier orbital gap   9.8 eV
ΔE to the lowest compared entry with this formula, charge and spin   178.7 kJ/mol
Energy   -390.5678 a.u.
SMILES   Cc1ccccc1.CCC

=====

Formula: C10H16
Source: the Open Molecules 2025 dataset
Level of theory: ωB97M-V with the def2-TZVPD basis set

Last column: Löwdin charge in e.
Positions of all 26 atoms, in Å:
C (0.882, 0.549, 3.224)  -0.306
C (2.101, 0.245, 4.120)  -0.131
C (-0.018, -0.686, 2.968)  -0.101
H (0.339, 1.421, 3.590)  0.094
H (1.343, 0.834, 2.271)  0.093
H (1.829, 0.204, 5.179)  0.067
H (-0.505, -0.541, 2.014)  0.026
H (0.612, -1.569, 3.048)  0.068
H (-0.802, -0.686, 3.723)  0.067
H (2.499, -0.727, 3.836)  0.060
H (2.884, 0.989, 4.007)  0.061
C (1.266, -0.183, -3.407)  -0.055
C (-1.844, 0.129, -0.464)  -0.106
C (-1.036, -0.999, -0.524)  -0.105
C (-1.736, 1.104, -1.447)  -0.085
C (-0.035, -1.082, -1.483)  -0.051
C (-0.741, 0.996, -2.402)  -0.059
C (0.142, -0.069, -2.420)  -0.285
H (-2.521, 0.235, 0.366)  0.098
H (-1.267, -1.807, 0.152)  0.099
H (-2.471, 1.900, -1.405)  0.102
H (0.649, -1.920, -1.431)  0.109
H (-0.631, 1.796, -3.125)  0.110
H (2.046, -0.842, -3.041)  0.071
H (1.707, 0.769, -3.666)  0.073
H (0.938, -0.659, -4.340)  0.086

Output
Lowest unoccupied orbital energy   1.014 eV
Frontier orbital gap   10.1 eV
ΔE to the lowest compared entry with this formula, charge and spin   41.5 kJ/mol
Energy   -390.6201 a.u.
SMILES   Cc1ccccc1.CCC

=====

Formula: C10H16
Source: the Open Molecules 2025 dataset
Level of theory: ωB97M-V with the def2-TZVPD basis set

Last column: Löwdin charge in e.
Positions of all 26 atoms, in Å:
C (0.828, -0.700, -2.585)  -0.068
C (0.786, 0.457, -0.446)  -0.066
C (0.465, 0.530, -1.798)  -0.258
C (0.226, 1.366, 0.450)  -0.093
C (-0.514, 1.499, -2.226)  -0.038
C (-0.737, 2.264, 0.054)  -0.091
C (-0.983, 2.394, -1.305)  -0.109
H (1.537, -0.260, -0.162)  0.095
H (0.456, 1.386, 1.510)  0.089
H (1.813, -1.122, -2.288)  0.085
H (0.888, -0.651, -3.661)  0.068
H (-0.800, 1.177, -3.218)  0.107
H (-1.278, 2.957, 0.684)  0.104
H (-1.708, 3.097, -1.695)  0.101
H (0.150, -1.502, -2.328)  0.078
C (-0.512, -2.127, 1.942)  -0.306
C (0.781, -2.851, 1.655)  -0.130
C (-0.450, -1.067, 3.085)  -0.121
H (-0.920, -1.568, 1.090)  0.092
H (-1.279, -2.807, 2.322)  0.093
H (1.490, -3.026, 2.499)  0.078
H (-0.048, -1.455, 4.018)  0.065
H (0.144, -0.206, 2.772)  0.033
H (-1.447, -0.644, 3.280)  0.071
H (0.591, -3.922, 1.473)  0.070
H (1.428, -2.346, 0.937)  0.050

Output
Lowest unoccupied orbital energy   1.015 eV
Frontier orbital gap   10.0 eV
ΔE to the lowest compared entry with this formula, charge and spin   117.1 kJ/mol
Energy   -390.5913 a.u.
SMILES   Cc1ccccc1.CCC

=====

Formula: C10H16
Source: the Open Molecules 2025 dataset
Level of theory: ωB97M-V with the def2-TZVPD basis set

Last column: Löwdin charge in e.
Positions of all 26 atoms, in Å:
C (-0.270, -1.373, 2.402)  -0.332
C (-0.942, -2.579, 3.051)  -0.127
C (0.972, -0.813, 3.096)  -0.115
H (0.103, -1.810, 1.460)  0.090
H (-0.938, -0.598, 2.044)  0.080
H (-1.357, -2.357, 4.039)  0.069
H (0.700, -0.013, 3.795)  0.067
H (-0.260, -3.429, 3.125)  0.072
H (-1.790, -2.901, 2.451)  0.062
H (1.483, -1.580, 3.681)  0.069
H (1.627, -0.343, 2.366)  0.064
C (0.205, -1.280, -2.640)  -0.048
C (-0.949, 1.445, -0.281)  -0.099
C (-0.756, 0.182, -0.825)  -0.069
C (-0.232, 2.548, -0.712)  -0.100
C (0.160, 0.015, -1.858)  -0.280
C (0.776, 2.366, -1.651)  -0.088
C (0.950, 1.106, -2.205)  -0.064
H (-1.761, 1.589, 0.425)  0.102
H (-1.359, -0.663, -0.510)  0.107
H (-0.440, 3.525, -0.295)  0.099
H (1.481, 3.151, -1.908)  0.102
H (-0.795, -1.703, -2.610)  0.075
H (0.951, -1.970, -2.238)  0.079
H (1.736, 0.965, -2.938)  0.108
H (0.551, -1.115, -3.663)  0.076

Output
Lowest unoccupied orbital energy   0.958 eV
Frontier orbital gap   10.0 eV
ΔE to the lowest compared entry with this formula, charge and spin   40.5 kJ/mol
Energy   -390.6204 a.u.
SMILES   Cc1ccccc1.CCC

=====

Formula: C10H16
Source: the Open Molecules 2025 dataset
Level of theory: ωB97M-V with the def2-TZVPD basis set

Last column: Löwdin charge in e.
Positions of all 26 atoms, in Å:
C (1.997, -3.154, 0.151)  -0.166
C (0.845, -2.287, 0.667)  -0.178
H (2.962, -2.856, 0.561)  0.060
H (1.875, -4.182, 0.487)  0.057
H (2.116, -3.169, -0.932)  0.058
H (0.038, -2.296, -0.054)  0.045
H (1.168, -1.258, 0.825)  0.057
H (0.593, -2.624, 1.672)  0.067
C (-2.188, 1.033, 0.646)  -0.209
C (-1.681, 0.077, 1.714)  -0.111
C (-1.122, 1.352, -0.381)  -0.232
C (-0.723, 2.675, -0.588)  -0.047
C (-0.357, 0.330, -0.932)  -0.073
C (0.500, 2.922, -1.202)  -0.094
C (0.858, 0.578, -1.566)  -0.083
C (1.301, 1.883, -1.674)  -0.097
H (-3.147, 0.723, 0.222)  0.111
H (-2.476, 1.950, 1.169)  0.104
H (-0.743, 0.426, 2.144)  0.086
H (-1.418, 3.497, -0.460)  0.111
H (-0.762, -0.665, -1.041)  0.102
H (0.796, 3.943, -1.406)  0.098
H (1.396, -0.239, -2.025)  0.103
H (2.247, 2.232, -2.068)  0.098
H (-1.746, -0.980, 1.473)  0.066
H (-2.330, 0.092, 2.594)  0.067

Output
Lowest unoccupied orbital energy   1.005 eV
Frontier orbital gap   9.9 eV
ΔE to the lowest compared entry with this formula, charge and spin   82.6 kJ/mol
Energy   -390.6044 a.u.
SMILES   CCc1ccccc1.CC

=====

Formula: C10H16
Source: the Open Molecules 2025 dataset
Level of theory: ωB97M-V with the def2-TZVPD basis set

Last column: Löwdin charge in e.
Positions of all 26 atoms, in Å:
C (-0.210, 2.717, 1.614)  -0.059
C (-2.673, 1.051, -0.733)  -0.107
C (-2.103, 1.572, 0.430)  -0.052
C (-2.039, 1.051, -1.953)  -0.089
C (-0.788, 2.045, 0.398)  -0.283
C (-0.812, 1.754, -1.984)  -0.093
C (-0.137, 2.136, -0.846)  -0.060
H (-3.714, 0.713, -0.744)  0.104
H (-2.644, 1.554, 1.344)  0.096
H (-2.504, 0.490, -2.727)  0.091
H (-0.424, 1.922, -2.977)  0.095
H (0.555, 2.071, 1.985)  0.068
H (-1.002, 3.033, 2.317)  0.082
H (0.747, 2.787, -0.954)  0.119
H (0.134, 3.750, 1.405)  0.086
C (1.426, -3.242, 0.147)  -0.296
C (0.456, -2.230, 0.781)  -0.123
C (2.809, -2.555, -0.013)  -0.143
H (1.578, -4.279, 0.554)  0.108
H (1.078, -3.426, -0.884)  0.087
H (0.972, -1.326, 1.096)  0.051
H (0.006, -2.525, 1.726)  0.059
H (3.510, -2.997, 0.747)  0.075
H (3.335, -2.528, -0.959)  0.051
H (-0.356, -2.082, 0.053)  0.071
H (2.802, -1.458, 0.177)  0.061

Output
Lowest unoccupied orbital energy   0.961 eV
Frontier orbital gap   9.9 eV
ΔE to the lowest compared entry with this formula, charge and spin   137.1 kJ/mol
Energy   -390.5837 a.u.
SMILES   Cc1ccccc1.CCC

=====

Copy entry 4 word for word.
Formula: C10H16
Source: the Open Molecules 2025 dataset
Level of theory: ωB97M-V with the def2-TZVPD basis set

Last column: Löwdin charge in e.
Positions of all 26 atoms, in Å:
C (-0.270, -1.373, 2.402)  -0.332
C (-0.942, -2.579, 3.051)  -0.127
C (0.972, -0.813, 3.096)  -0.115
H (0.103, -1.810, 1.460)  0.090
H (-0.938, -0.598, 2.044)  0.080
H (-1.357, -2.357, 4.039)  0.069
H (0.700, -0.013, 3.795)  0.067
H (-0.260, -3.429, 3.125)  0.072
H (-1.790, -2.901, 2.451)  0.062
H (1.483, -1.580, 3.681)  0.069
H (1.627, -0.343, 2.366)  0.064
C (0.205, -1.280, -2.640)  -0.048
C (-0.949, 1.445, -0.281)  -0.099
C (-0.756, 0.182, -0.825)  -0.069
C (-0.232, 2.548, -0.712)  -0.100
C (0.160, 0.015, -1.858)  -0.280
C (0.776, 2.366, -1.651)  -0.088
C (0.950, 1.106, -2.205)  -0.064
H (-1.761, 1.589, 0.425)  0.102
H (-1.359, -0.663, -0.510)  0.107
H (-0.440, 3.525, -0.295)  0.099
H (1.481, 3.151, -1.908)  0.102
H (-0.795, -1.703, -2.610)  0.075
H (0.951, -1.970, -2.238)  0.079
H (1.736, 0.965, -2.938)  0.108
H (0.551, -1.115, -3.663)  0.076

Output
Lowest unoccupied orbital energy   0.958 eV
Frontier orbital gap   10.0 eV
ΔE to the lowest compared entry with this formula, charge and spin   40.5 kJ/mol
Energy   -390.6204 a.u.
SMILES   Cc1ccccc1.CCC

=====

What is the energy in the first record? -390.5678 a.u.

=====

Look up the ΔE to the lowest compared entry with this formula, charge and spin of the second one. 41.5 kJ/mol

=====

Among the records above, which one has the lowest lowest unoccupied orbital energy? number 1